Entry 1:
17
Properties=species:S:1:pos:R:3:forces:R:3 method="wB97M-V/def2-TZVPD" spin_multiplicity=1 relative_energy_ev=2.197 charge=0 smiles="C=CC1(C=C)CC1" e_tot_ev=-7418.8380
C 0.806723 1.389269 0.410129 0.07 0.05 0.17
C 0.213741 1.319296 -0.975148 -0.08 0.04 -0.24
C 0.059600 0.165397 -0.033614 -0.03 -0.03 -0.01
C -1.276320 -0.218143 0.516458 -0.04 0.00 0.24
C -1.594442 -0.088596 1.797510 -0.07 0.13 -0.07
C 0.901920 -1.719132 -1.417565 0.07 0.06 0.05
C 0.813978 -1.114096 -0.240597 0.02 -0.10 -0.23
H 0.363451 2.065061 1.137798 -0.02 -0.16 -0.16
H 1.887804 1.297823 0.489793 -0.20 -0.01 -0.01
H -0.679191 1.911386 -1.154129 0.15 -0.06 -0.03
H 0.881626 1.218767 -1.826104 -0.08 0.03 0.15
H -1.022731 0.597085 2.417035 0.14 -0.46 0.21
H -1.932225 -0.764341 -0.164316 0.29 -0.15 0.16
H -2.407050 -0.654509 2.241674 -0.22 0.48 -0.08
H 0.502992 -1.237565 -2.307119 0.05 -0.15 0.04
H 1.354567 -2.700008 -1.519441 0.03 0.14 -0.06
H 1.189232 -1.609317 0.657803 -0.08 0.17 -0.13

Entry 2:
17
Properties=species:S:1:pos:R:3:forces:R:3 method="wB97M-V/def2-TZVPD" spin_multiplicity=1 relative_energy_ev=5.603 charge=0 e_tot_ev=-7415.4318
C 1.279646 -1.541797 -0.139409 0.65 -0.30 1.29
C 1.837214 -0.366730 -0.050864 -2.36 -1.11 0.10
C -2.336620 -0.303822 -0.025352 -1.79 -2.80 -1.01
C -1.543051 0.939871 0.087545 -1.02 -0.23 0.96
C 0.027834 -1.032190 0.449108 3.43 0.75 0.32
C -0.868215 -0.351989 -0.420558 -1.37 1.88 0.53
C 2.397612 0.988249 -0.097517 -2.01 0.35 0.04
H 1.540258 -2.585304 -0.084631 0.73 -0.30 -0.83
H -2.574639 -0.805616 0.937283 0.36 0.23 -0.77
H -3.156171 -0.616960 -0.812658 1.69 1.34 1.46
H -1.874641 1.579458 -0.677969 0.23 1.39 -0.67
H -1.520597 1.338739 1.139514 0.61 -0.36 -1.35
H -0.114630 -1.139938 1.535895 -0.18 0.21 -0.60
H -0.474778 -0.260609 -1.439228 -0.78 -0.30 0.20
H 3.255821 1.101525 -0.725507 1.26 -0.28 0.37
H 2.399919 1.348693 0.941468 0.85 0.07 -0.38
H 1.725035 1.708413 -0.617121 -0.30 -0.55 0.35

Entry 3:
17
Properties=species:S:1:pos:R:3:forces:R:3 method="wB97M-V/def2-TZVPD" spin_multiplicity=1 relative_energy_ev=3.855 charge=0 smiles=C1[C@@H]2CC3(CC3)[C@H]12 e_tot_ev=-7417.1797
C 1.922948 0.472671 -0.286694 0.21 0.10 0.12
C 1.005847 0.134404 -1.436431 -0.10 -0.04 -0.15
C 0.475241 0.244392 -0.041745 0.14 -0.03 0.09
C -0.596575 1.208660 0.493251 -0.22 0.05 -0.24
C -1.225142 0.010726 1.203283 -0.60 -0.22 -1.21
C -1.401587 -1.206112 0.159394 0.19 -0.29 -0.63
C -0.110987 -0.914480 0.744735 0.37 -0.46 0.02
H 2.307734 1.485405 -0.214577 -0.03 -0.11 -0.03
H 2.609067 -0.302195 0.046053 -0.08 0.15 -0.02
H 0.763026 0.930702 -2.135737 0.01 -0.12 0.14
H 1.065225 -0.855713 -1.884153 0.05 0.17 0.11
H -0.140030 1.989006 1.126371 -0.38 -0.46 0.09
H -1.275117 1.694892 -0.210393 0.25 0.08 -0.30
H -2.262937 -0.196905 1.379353 -0.20 0.75 2.36
H -1.651169 -1.002453 -0.868354 0.23 0.00 -0.31
H -1.933614 -2.042539 0.622867 -0.06 0.42 -0.19
H 0.448069 -1.650461 1.302776 0.19 0.01 0.16

Entry 4:
17
Properties=species:S:1:pos:R:3:forces:R:3 method="wB97M-V/def2-TZVPD" spin_multiplicity=1 relative_energy_ev=5.949 charge=0 e_tot_ev=-7415.0858
C -1.947087 0.543942 -0.118588 0.04 0.04 0.12
C -1.180908 -0.762130 -0.158480 -0.41 -0.17 -0.14
C 0.223057 -0.846919 -0.749921 0.23 -0.23 -0.18
C 1.166593 0.363410 -0.916146 0.00 0.10 0.08
C 1.568106 0.660347 0.508845 0.22 1.21 -0.86
C 0.761176 -0.085582 1.390506 0.75 -1.32 0.88
C -0.008360 -1.111237 0.710682 -0.85 0.71 -0.67
H -2.421074 0.713496 -1.095024 0.12 -0.02 0.16
H -2.748570 0.518325 0.628685 0.15 -0.02 -0.07
H -1.317827 1.416474 0.095188 0.00 -0.22 0.02
H -1.821121 -1.601055 -0.433832 0.13 0.10 -0.07
H 0.411806 -1.702576 -1.399226 -0.13 0.19 0.03
H 0.715279 1.284385 -1.320785 -0.10 -0.21 -0.24
H 2.003053 0.111553 -1.581438 -0.14 0.04 0.17
H 2.372833 1.314795 0.835978 -0.09 -0.24 -0.14
H 0.717624 0.120250 2.458653 -0.19 -0.01 -0.18
H 1.556378 -0.942338 1.161347 0.27 0.05 1.08

Entry 5:
17
Properties=species:S:1:pos:R:3:forces:R:3 method="wB97M-V/def2-TZVPD" spin_multiplicity=1 relative_energy_ev=4.763 charge=0 smiles=C1[C@@H]2CC3(CC3)[C@H]12 e_tot_ev=-7416.2715
C 0.282887 -0.215982 1.909057 -0.05 -0.06 0.28
C 1.510821 -0.075306 1.044202 0.42 -0.09 0.07
C 0.155754 0.023287 0.443839 0.45 -0.22 0.13
C -0.471461 1.251152 -0.160745 0.32 -0.46 -0.39
C -1.349737 0.056640 -1.161708 2.14 1.86 1.08
C -0.281592 -0.603443 -1.957095 -0.10 0.41 0.07
C -0.490509 -0.962752 -0.485196 -0.02 -0.09 0.30
H 0.040788 0.594003 2.592811 0.03 -0.10 -0.14
H 0.026606 -1.205285 2.278620 0.07 0.13 -0.05
H 2.090764 0.839224 1.134409 -0.08 -0.14 -0.02
H 2.088787 -0.963393 0.814612 0.01 0.05 0.12
H -1.057995 1.880649 0.557998 0.04 -0.80 -0.77
H 0.147150 1.927152 -0.762439 0.09 -0.32 0.07
H -1.972064 0.884597 -1.026616 -3.11 -0.42 -1.05
H 0.568794 0.003466 -2.264296 0.07 -0.25 0.13
H -0.541905 -1.391375 -2.670571 -0.18 0.34 0.28
H -0.737331 -1.984293 -0.198268 -0.12 0.16 -0.12

Entry 6:
17
Properties=species:S:1:pos:R:3:forces:R:3 method="wB97M-V/def2-TZVPD" spin_multiplicity=1 relative_energy_ev=1.945 charge=0 smiles="C=C/C=C(/C)C=C" e_tot_ev=-7419.0899
C 0.439893 -1.429359 0.267473 -0.19 -0.66 0.00
C 0.201732 -2.177318 -0.804842 0.28 0.52 -0.27
C -0.045143 0.960687 -0.038676 -0.04 0.32 -0.04
C 0.829555 -0.006151 0.235314 -0.26 0.21 0.83
C 2.172458 0.353016 0.861945 -0.05 -0.54 -1.09
C -2.460041 1.535797 -0.113759 0.02 0.20 0.42
C -1.439561 0.770948 -0.475319 0.24 0.00 -0.41
H 0.333473 -1.843709 1.269745 0.26 -0.13 -0.04
H 0.261866 -1.654070 -1.750858 0.09 -0.23 -0.29
H -0.000635 -3.243265 -0.852207 -0.16 0.23 0.41
H 0.301928 1.985452 0.092453 -0.16 -0.02 0.03
H 2.798505 -0.535849 0.935945 -0.03 -0.02 0.24
H 2.703308 1.011570 0.168165 -0.04 0.24 0.36
H 2.035989 0.802816 1.838135 0.14 0.14 0.11
H -2.312767 2.293833 0.640488 0.11 0.31 0.02
H -3.482328 1.444257 -0.454441 0.11 -0.33 -0.19
H -1.569980 -0.025920 -1.187015 -0.31 -0.23 -0.11

Entry 7:
17
Properties=species:S:1:pos:R:3:forces:R:3 method="wB97M-V/def2-TZVPD" spin_multiplicity=1 relative_energy_ev=2.510 charge=0 smiles=C#CC[C@@H]1C[C@@H]1C e_tot_ev=-7418.5250
C 0.846449 -1.042915 -1.252344 -0.09 -0.05 -0.11
C 1.294090 -0.273541 -0.028645 0.07 -0.45 -0.26
C 1.431545 1.225429 -0.069447 0.17 0.11 -0.05
C 0.321495 0.585015 0.709164 -0.32 0.04 0.37
C -1.124577 0.800046 0.282948 0.12 -0.26 -0.10
C -2.020393 -0.293149 0.712090 -0.13 -0.08 0.17
C -2.732227 -1.182387 1.104427 0.26 0.27 -0.15
H 1.633560 -1.164054 -2.001009 0.08 0.08 0.15
H 0.488068 -2.044133 -0.994233 0.04 0.12 0.09
H 0.017939 -0.533619 -1.747654 0.04 -0.01 -0.02
H 2.015191 -0.799868 0.597299 -0.14 0.14 -0.13
H 2.247216 1.689067 0.474036 -0.07 -0.05 -0.06
H 1.172963 1.725409 -1.000249 -0.02 -0.09 0.12
H 0.408090 0.586071 1.795813 0.12 0.02 -0.22
H -1.233838 0.964130 -0.800339 0.14 -0.10 0.33
H -1.404802 1.733278 0.765174 -0.43 0.10 -0.01
H -3.360769 -1.974779 1.452970 0.15 0.20 -0.11

Entry 8:
17
Properties=species:S:1:pos:R:3:forces:R:3 method="wB97M-V/def2-TZVPD" spin_multiplicity=1 relative_energy_ev=5.846 charge=0 e_tot_ev=-7415.1892
C -0.734876 -0.308739 1.761601 0.01 0.00 0.05
C -0.018367 -0.056388 0.440425 -0.10 0.01 0.03
C 1.390943 0.518292 0.543541 0.14 -0.04 0.55
C 0.456197 0.875185 -1.550252 -0.52 -0.10 -0.42
C -0.040581 -0.389140 -1.816605 0.34 -0.05 -0.21
C -0.129977 -1.222781 -0.569444 -0.05 0.00 0.01
C -0.482094 1.029378 -0.471363 -0.10 0.25 0.18
H -0.168915 -1.039994 2.350868 -0.07 0.11 -0.08
H -0.799172 0.613792 2.348975 0.02 -0.14 -0.08
H -1.746942 -0.707114 1.621979 0.15 0.06 -0.02
H 1.961029 0.199639 1.432959 -0.05 0.00 -0.16
H 1.481757 1.593146 0.394826 0.03 -0.15 -0.09
H 0.728643 1.612769 -2.297414 -0.03 -0.11 0.10
H -0.204186 -0.783249 -2.820160 0.08 0.06 0.15
H 0.674975 -1.974052 -0.543092 -0.11 0.11 -0.01
H -1.097779 -1.726714 -0.463798 0.13 0.06 0.00
H -1.270656 1.765970 -0.363045 0.14 -0.08 0.00

Entry 9:
17
Properties=species:S:1:pos:R:3:forces:R:3 method="wB97M-V/def2-TZVPD" spin_multiplicity=1 relative_energy_ev=5.098 charge=0 smiles=C#CC[C@@H]1C[C@@H]1C e_tot_ev=-7415.9371
C 0.797360 1.104854 1.031012 -0.47 0.02 0.18
C -0.099301 0.967303 -0.223858 -2.17 0.35 0.86
C 0.847367 1.117807 -1.423052 -0.66 -1.10 0.01
C 0.073368 -0.290794 -0.977292 0.97 0.81 -0.71
C 0.137250 -1.627323 -0.207069 0.14 0.40 -0.05
C -1.135712 -1.510370 0.506496 -0.41 -0.11 0.59
C -2.145429 -1.190816 1.091004 0.57 -1.19 0.05
H 1.359977 2.050721 1.049644 -0.42 -0.15 -0.10
H 0.117757 1.083838 1.873744 0.19 0.00 0.48
H 1.560706 0.319309 1.183319 -0.47 0.13 -0.38
H -1.382017 1.142103 0.087296 4.02 0.51 -1.45
H 0.574199 1.274922 -2.462779 -0.53 0.30 0.28
H 1.853516 1.590502 -1.259877 -0.89 -1.20 0.37
H -0.694418 -0.402236 -1.752660 0.28 0.15 0.21
H 0.939372 -1.706498 0.533383 0.00 0.06 -0.25
H 0.132614 -2.538964 -0.825099 0.19 0.50 -0.01
H -2.936608 -1.384357 1.775789 -0.32 0.52 -0.09

Entry 10:
17
Properties=species:S:1:pos:R:3:forces:R:3 method="wB97M-V/def2-TZVPD" spin_multiplicity=1 relative_energy_ev=2.132 charge=0 smiles="C=C/C=C/C(=C)C" e_tot_ev=-7418.9031
C 2.549912 0.093707 -0.962231 0.76 -0.08 0.33
C 1.482522 -0.123052 0.067520 -1.79 0.08 0.40
C 1.689361 -0.284184 1.377451 2.10 0.45 -0.40
C -1.011231 0.097813 0.268199 -0.38 0.71 -0.78
C 0.092030 -0.186478 -0.439750 -0.02 -1.05 0.60
C -3.490950 0.234391 0.280305 -0.36 -1.01 -0.05
C -2.342412 -0.017873 -0.351873 0.56 1.57 0.24
H 2.508061 1.063512 -1.465335 -0.31 0.00 0.16
H 2.509574 -0.664234 -1.751765 -0.08 0.00 0.15
H 3.533552 0.033806 -0.481447 -0.11 -0.05 -0.18
H 1.070718 -0.485233 2.234464 -0.79 -0.06 -0.47
H 2.731227 -0.168369 1.649998 0.21 -0.12 0.33
H -1.008181 0.602242 1.231790 0.39 -0.24 0.06
H -0.026306 -0.770462 -1.357427 -0.12 0.60 -0.17
H -4.434336 -0.024883 -0.196810 0.08 0.70 -0.18
H -3.570335 0.497203 1.330592 0.28 -0.30 0.06
H -2.283205 0.102092 -1.433686 -0.42 -1.21 -0.09

Entry 11:
17
Properties=species:S:1:pos:R:3:forces:R:3 method="wB97M-V/def2-TZVPD" spin_multiplicity=1 relative_energy_ev=3.468 charge=0 smiles=C[C@H]1C[C@H]2[C@@H]3[C@H]2[C@@H]31 e_tot_ev=-7417.5672
C -1.314590 0.846174 -1.556638 -0.14 -0.16 -0.11
C -0.350827 0.520782 -0.435703 -0.17 0.41 0.22
C -0.854312 0.027336 0.930335 -0.34 0.08 0.05
C 0.429730 -0.556181 1.505255 -0.60 -0.22 0.40
C 1.583363 0.063148 0.864115 0.67 -1.69 -2.89
C 1.099863 -1.331636 0.432115 0.11 -0.21 0.48
C 0.829555 -0.425600 -0.650895 0.72 0.87 0.51
H -0.741691 1.193981 -2.426422 -0.14 -0.15 0.08
H -1.955109 0.018741 -1.868991 -0.02 -0.01 0.02
H -1.941152 1.692006 -1.247903 -0.04 -0.25 -0.07
H -1.586318 -0.778907 0.817615 -0.16 0.18 0.01
H -1.259850 0.831261 1.544335 -0.13 -0.01 -0.02
H 0.516605 -0.963734 2.504326 -0.13 0.22 0.11
H 2.572973 0.362013 1.110641 0.44 -0.12 0.08
H 0.196737 1.446754 -0.262553 -0.66 0.30 -0.02
H 1.652520 -2.255324 0.410050 -0.19 -0.10 0.25
H 1.109853 -0.701555 -1.690752 0.77 0.85 0.90

Entry 12:
17
Properties=species:S:1:pos:R:3:forces:R:3 method="wB97M-V/def2-TZVPD" spin_multiplicity=1 relative_energy_ev=4.106 charge=0 smiles="C=C1C[C@@H]2[C@H](C)[C@H]12" e_tot_ev=-7416.9291
C 0.799762 -0.538635 -1.724884 0.00 0.02 0.11
C -0.255495 0.417533 -1.192749 -0.14 0.02 -0.12
C -1.346468 0.068520 -0.247389 -0.50 -0.15 -0.35
C -0.816099 -0.900015 0.815803 -0.04 -0.08 -0.15
C 0.128922 0.237163 1.223120 -0.22 0.35 -0.05
C 0.920943 0.345024 2.303597 0.43 0.12 -1.21
C -0.295214 1.119793 0.157797 -0.34 0.55 0.19
H 0.375636 -1.138072 -2.540170 0.04 0.11 0.15
H 1.653921 0.011735 -2.134067 -0.14 -0.04 0.10
H 1.185774 -1.235371 -0.974106 -0.11 0.17 -0.04
H -0.590220 1.123666 -1.951066 0.03 -0.06 0.07
H -2.389457 0.296910 -0.410829 -0.01 -0.18 -0.17
H -0.451649 -1.879854 0.487914 0.06 0.24 -0.03
H -1.509785 -1.053209 1.650873 0.13 0.06 -0.23
H 1.557135 -0.415386 1.810353 0.78 -0.99 2.03
H 1.320277 1.341769 2.482292 0.32 -0.16 -0.10
H -0.287982 2.198430 0.243509 -0.30 0.02 -0.20